No. 1
Here is C12H12AsBr2F16S as an isolated structure at a distorted geometry from the OMol25 dataset. Energies are from ωB97M-V with the def2-TZVPD basis set.

Each line ends with the natural charge from an NBO analysis.
Element x y z (Å)
F (4.203, -3.731, 0.235)  -0.311
C (3.647, -2.594, 0.851)  0.929
F (2.387, -2.428, 0.297)  -0.291
F (3.617, -2.876, 2.226)  -0.302
C (4.642, -1.366, 0.610)  0.566
F (5.839, -1.918, 0.079)  -0.308
F (5.043, -0.736, 1.806)  -0.293
C (4.140, -0.297, -0.468)  0.600
F (5.288, 0.480, -0.788)  -0.309
F (3.734, -0.877, -1.666)  -0.293
C (3.060, 0.754, 0.137)  0.597
F (3.850, 1.823, 0.626)  -0.300
F (2.432, 0.229, 1.300)  -0.315
C (1.974, 1.225, -0.920)  0.585
F (1.128, 0.166, -1.342)  -0.311
F (2.617, 1.715, -2.095)  -0.320
C (0.994, 2.387, -0.433)  0.658
F (0.361, 2.866, -1.622)  -0.340
F (1.643, 3.507, 0.126)  -0.343
C (-0.084, 1.903, 0.670)  -0.488
C (-1.413, 2.776, 0.632)  -0.767
As (-3.133, 1.786, 0.193)  0.878
S (-2.864, 0.330, 1.976)  -0.620
C (-2.291, 0.553, -1.156)  -0.768
C (-1.989, -0.967, -0.772)  -0.497
C (-3.253, -1.936, -0.676)  0.323
F (-4.473, -1.327, -0.337)  -0.338
Br (-3.544, -2.690, -2.528)  -0.027
C (-3.070, -3.200, 0.286)  0.600
F (-2.784, -2.892, 1.618)  -0.314
F (-4.337, -3.871, 0.309)  -0.355
Br (-1.758, -4.526, -0.359)  0.016
H (-0.225, 0.780, 0.676)  0.234
H (0.442, 2.141, 1.666)  0.236
H (-1.563, 3.201, 1.691)  0.220
H (-1.354, 3.710, -0.033)  0.230
H (-4.529, 1.215, -0.172)  -0.152
H (-3.856, 2.735, 1.210)  -0.172
H (-3.347, 2.835, -0.976)  -0.198
H (-4.180, 0.157, 2.403)  0.149
H (-1.325, 0.948, -1.640)  0.218
H (-3.029, 0.500, -2.041)  0.223
H (-1.405, -1.379, -1.679)  0.226
H (-1.235, -1.110, 0.081)  0.240

Results
total charge	-1
lowest unoccupied orbital energy	2.229	eV
strongest force on any atom	3.1	eV Å⁻¹
calculated total energy	-267872.6317	eV
gap between HOMO and LUMO	6.41	eV

=====

No. 2
Here is C12H12BiF6I2O5SSc as an isolated structure at a distorted geometry from the OMol25 dataset. Energies are from ωB97M-V with the def2-TZVPD basis set.

Each line ends with the natural charge from an NBO analysis.
Element x y z (Å)
I (3.420, -2.115, -1.470)  0.311
I (3.960, 0.546, -0.399)  0.250
Bi (0.551, 1.675, 0.469)  1.837
Sc (1.021, -1.527, 0.368)  1.385
S (0.505, 0.106, -1.496)  -0.666
C (-1.036, -2.138, -0.853)  0.475
C (-1.109, -1.693, 1.784)  0.496
C (0.563, -0.038, -3.655)  0.356
C (1.628, 0.977, -3.996)  -0.717
C (-0.871, 0.398, -3.943)  -0.708
C (0.895, -1.402, -4.178)  -0.733
C (-1.748, 1.429, 1.985)  0.473
C (-1.992, 2.254, -0.835)  0.471
O (-2.162, -1.656, 2.265)  -0.295
O (-2.052, -2.057, -1.410)  -0.309
O (-2.634, 1.523, 2.698)  -0.277
O (-2.984, 2.207, -1.388)  -0.318
H (1.702, 1.087, -5.087)  0.333
H (2.610, 0.637, -3.629)  0.235
H (1.414, 1.964, -3.566)  0.240
H (-1.066, 0.430, -5.031)  0.331
H (-1.077, 1.379, -3.505)  0.228
H (-1.581, -0.310, -3.490)  0.241
H (0.873, -1.328, -5.286)  0.354
H (0.172, -2.172, -3.900)  0.252
H (1.900, -1.735, -3.886)  0.237
C (3.234, 0.391, 3.014)  -0.639
C (1.840, -0.223, 3.022)  0.121
O (1.179, -0.092, 1.758)  -0.998
C (1.919, -1.768, 3.360)  0.974
F (2.993, -2.095, 4.113)  -0.231
F (0.807, -2.261, 3.966)  -0.255
F (2.055, -2.516, 2.161)  -0.349
C (0.876, 0.487, 4.004)  0.963
F (1.266, 0.412, 5.286)  -0.249
F (0.787, 1.836, 3.695)  -0.319
F (-0.382, -0.009, 3.961)  -0.302
H (3.889, -0.209, 2.344)  0.248
H (3.606, 0.385, 4.053)  0.318
H (3.180, 1.424, 2.629)  0.236

Results
total charge	+4
lowest unoccupied orbital energy	-16.149	eV
strongest force on any atom	5.5	eV Å⁻¹
calculated total energy	-92712.6420	eV
gap between HOMO and LUMO	6.71	eV

=====

No. 3
Here is a 2-piece molecular cluster, C12H12Cl2 overall at a distorted geometry from the OMol25 dataset. Energies are from ωB97M-V with the def2-TZVPD basis set.

Each line ends with the natural charge from an NBO analysis.
Element x y z (Å)
C (-2.428, -1.715, 0.831)  -0.200
C (-2.328, -1.594, -0.560)  -0.234
C (-1.616, -0.960, 1.679)  -0.205
C (-1.362, -0.857, -1.076)  -0.171
C (-0.658, -0.071, 1.133)  0.035
C (-0.501, -0.019, -0.283)  -0.112
C (0.854, 1.772, 1.308)  -0.110
C (1.066, 1.767, -0.062)  -0.258
C (0.177, 0.739, 2.064)  -0.510
C (0.410, 0.810, -0.885)  0.047
C (0.452, 1.042, -2.405)  -0.645
C (2.434, -0.992, -0.369)  -0.273
Cl (1.562, -1.981, 0.790)  0.010
Cl (3.551, 0.222, 0.095)  0.039
H (-3.162, -2.470, 1.287)  0.213
H (-3.023, -2.069, -1.218)  0.215
H (-1.705, -0.935, 2.714)  0.204
H (-1.372, -0.742, -2.223)  0.208
H (1.196, 2.630, 1.889)  0.206
H (1.542, 2.589, -0.566)  0.218
H (-0.281, 0.910, 3.042)  0.242
H (1.152, 0.231, 2.428)  0.254
H (0.411, 0.101, -2.872)  0.214
H (1.381, 1.493, -2.628)  0.216
H (-0.361, 1.626, -2.911)  0.221
H (2.608, -1.525, -1.202)  0.174

Results
total charge	0
lowest unoccupied orbital energy (alpha / beta)	-0.122 / -0.301	eV
strongest force on any atom	4.1	eV Å⁻¹
calculated total energy	-37679.6835	eV
gap between HOMO and LUMO (alpha / beta)	6.45 / 7.69	eV

=====

No. 4
Here is C12H12Cl3NNaO6S as an isolated structure at a distorted geometry from the OMol25 dataset. Energies are from ωB97M-V with the def2-TZVPD basis set.

Each line ends with the natural charge from an NBO analysis.
Element x y z (Å)
Na (15.130, 6.543, 7.593)  0.914
C (6.199, 6.817, 7.282)  -0.633
C (7.218, 6.336, 8.260)  -0.009
C (6.865, 5.652, 9.435)  -0.220
C (7.821, 5.241, 10.363)  -0.185
C (9.170, 5.461, 10.030)  -0.301
C (9.557, 5.885, 8.787)  -0.198
C (8.588, 6.358, 7.869)  -0.208
S (10.522, 5.066, 11.215)  2.325
O (10.975, 3.715, 11.014)  -0.924
O (9.990, 5.523, 12.473)  -0.982
N (11.771, 6.023, 10.922)  -0.940
C (12.072, 7.366, 11.576)  -0.203
C (13.595, 7.691, 11.333)  -0.528
C (14.102, 7.489, 9.874)  0.778
O (13.225, 7.234, 9.003)  -0.818
O (15.344, 7.561, 9.592)  -0.792
H (5.717, 5.968, 6.790)  0.219
H (6.713, 7.426, 6.512)  0.220
H (5.416, 7.381, 7.843)  0.217
H (5.848, 5.392, 9.633)  0.206
H (7.604, 5.091, 11.414)  0.240
H (10.633, 6.095, 8.645)  0.236
H (8.851, 6.525, 6.794)  0.220
H (12.108, 6.106, 9.935)  0.449
H (11.795, 7.229, 12.632)  0.225
H (11.443, 8.144, 11.093)  0.190
H (14.250, 7.015, 11.908)  0.228
H (13.848, 8.719, 11.576)  0.229
Cl (13.605, 4.913, 5.629)  0.023
C (15.277, 4.596, 5.255)  -0.248
Cl (15.496, 3.247, 4.119)  0.002
Cl (16.029, 4.061, 6.763)  -0.022
C (16.015, 5.976, 4.669)  0.756
O (15.914, 6.180, 3.423)  -0.674
O (16.269, 6.765, 5.637)  -0.791

Results
total charge	-1
lowest unoccupied orbital energy	2.313	eV
strongest force on any atom	3.6	eV Å⁻¹
calculated total energy	-79236.6802	eV
gap between HOMO and LUMO	8.89	eV

=====

No. 5
Here is a 4-piece molecular cluster, C12H12F4O12 overall at a distorted geometry from the OMol25 dataset. Energies are from ωB97M-V with the def2-TZVPD basis set.

Each line ends with the natural charge from an NBO analysis.
Element x y z (Å)
C (-1.274, 1.931, 1.607)  -0.122
C (-1.739, 0.687, 0.925)  0.416
O (-2.510, -0.040, 1.840)  -0.382
C (-2.504, 0.548, 2.999)  0.952
O (-3.010, 0.009, 3.985)  0.043
O (-2.068, 1.871, 2.858)  -0.384
F (-0.597, 0.128, 0.584)  -0.303
H (-1.589, 2.792, 1.017)  0.275
H (-0.245, 1.820, 1.949)  0.261
H (-2.403, 0.818, 0.070)  0.232
C (2.343, 0.576, 1.717)  -0.129
C (3.882, 0.851, 1.900)  0.449
O (3.890, 2.282, 2.058)  -0.453
C (2.783, 2.808, 1.844)  0.960
O (2.598, 4.054, 1.828)  -0.589
O (1.947, 1.929, 1.431)  -0.510
F (4.377, 0.553, 0.766)  -0.303
H (1.782, 0.387, 2.633)  0.182
H (2.092, -0.176, 0.969)  0.214
H (4.332, 0.185, 2.636)  0.187
C (0.573, -4.086, -0.174)  -0.108
C (-0.234, -3.106, -0.925)  0.425
O (-1.508, -3.190, -0.503)  -0.494
C (-1.689, -4.227, 0.368)  0.974
O (-2.799, -4.578, 0.893)  -0.568
O (-0.505, -4.679, 0.620)  -0.469
F (-0.128, -3.622, -2.156)  -0.334
H (1.414, -3.579, 0.300)  0.195
H (0.970, -4.938, -0.724)  0.239
H (0.280, -2.146, -0.870)  0.142
C (-0.083, 1.371, -3.911)  -0.143
C (-0.455, 0.917, -2.456)  0.441
O (-1.891, 0.935, -2.431)  -0.526
C (-2.319, 1.769, -3.454)  0.958
O (-3.383, 2.404, -3.496)  -0.547
O (-1.325, 2.077, -4.310)  -0.462
F (0.033, 1.782, -1.676)  -0.321
H (0.238, 0.697, -4.705)  0.224
H (0.657, 2.170, -3.872)  0.222
H (0.070, 0.017, -2.134)  0.158

Results
total charge	+1
multiplicity	2
lowest unoccupied orbital energy (alpha / beta)	-5.022 / -10.901	eV
strongest force on any atom	8.4	eV Å⁻¹
expectation value of S²	0.755
calculated total energy	-48063.9341	eV
gap between HOMO and LUMO (alpha / beta)	8.56 / 2.68	eV

=====

No. 6
Here is C12H12N2O7Re as an isolated structure at a distorted geometry from the OMol25 dataset. Energies are from ωB97M-V with the def2-TZVPD basis set.

Each line ends with the natural charge from an NBO analysis.
Element x y z (Å)
Re (-0.455, 1.323, -0.323)  1.762
O (-3.122, 0.127, -5.648)  -0.570
C (-2.495, 0.462, -4.565)  0.453
C (-2.580, 1.738, -3.945)  -0.256
C (-1.897, 1.950, -2.777)  0.139
N (-1.164, 0.994, -2.170)  -0.540
C (-1.050, -0.215, -2.764)  0.132
C (-1.669, -0.522, -3.946)  -0.227
C (-0.191, -1.140, -1.888)  0.753
O (0.149, -2.239, -2.176)  -0.428
O (0.087, -0.502, -0.750)  -0.655
C (-1.845, 3.256, -1.947)  0.751
O (-2.301, 4.287, -2.316)  -0.390
O (-1.209, 2.981, -0.833)  -0.578
H (-3.687, 0.804, -6.064)  0.531
H (-3.180, 2.539, -4.359)  0.281
H (-1.570, -1.491, -4.415)  0.293
O (0.413, 1.296, 3.692)  -0.504
C (0.395, 0.809, 2.596)  0.803
O (0.096, 1.347, 1.467)  -0.662
C (0.839, -0.686, 2.449)  -0.170
N (0.882, -1.269, 3.813)  -0.511
C (2.156, -2.029, 3.922)  -0.228
C (3.122, -1.163, 3.130)  -0.425
C (2.287, -0.725, 1.925)  -0.422
H (0.159, -1.230, 1.789)  0.252
H (0.065, -1.846, 4.033)  0.454
H (0.877, -0.446, 4.462)  0.472
H (2.024, -3.003, 3.444)  0.232
H (2.449, -2.181, 4.961)  0.260
H (4.006, -1.718, 2.827)  0.270
H (3.438, -0.306, 3.728)  0.236
H (2.369, -1.446, 1.110)  0.248
H (2.605, 0.243, 1.537)  0.243

Results
total charge	+2
multiplicity	2
lowest unoccupied orbital energy (alpha / beta)	-9.796 / -9.408	eV
strongest force on any atom	4.5	eV Å⁻¹
expectation value of S²	0.765
calculated total energy	-32065.1745	eV
gap between HOMO and LUMO (alpha / beta)	6.66 / 7.63	eV

=====

No. 7
Here is one molecule with the formula C12H12N4O3S at a distorted geometry from the OMol25 dataset. Energies are from ωB97M-V with the def2-TZVPD basis set.

Each line ends with the natural charge from an NBO analysis.
Element x y z (Å)
C (1.603, -3.725, -2.988)  -0.426
N (0.643, -2.998, -2.116)  -0.453
C (-0.243, -1.931, -2.354)  0.687
O (-0.423, -1.507, -3.506)  -0.547
C (-0.813, -1.375, -0.994)  -0.002
N (-0.315, -0.075, -0.762)  -0.150
N (-0.679, 0.650, 0.181)  -0.136
C (-0.313, 1.988, 0.338)  0.100
C (0.209, 2.830, -0.650)  -0.188
C (0.474, 4.189, -0.476)  -0.189
C (0.399, 4.728, 0.737)  -0.196
C (-0.064, 3.917, 1.821)  -0.129
C (-0.424, 2.500, 1.662)  -0.129
C (-0.994, 1.792, 2.823)  0.760
O (-1.864, 0.987, 2.691)  -0.560
O (-0.594, 2.197, 4.042)  -0.678
N (-0.051, -2.306, -0.111)  -0.404
C (-0.542, -2.407, 1.194)  -0.425
C (0.607, -3.281, -0.823)  0.292
S (1.413, -4.566, -0.195)  -0.196
H (2.678, -3.808, -2.609)  0.239
H (1.541, -3.221, -3.963)  0.233
H (1.384, -4.791, -3.025)  0.232
H (-1.872, -1.430, -0.958)  0.220
H (0.280, 2.344, -1.668)  0.239
H (0.780, 4.655, -1.345)  0.219
H (0.677, 5.735, 0.977)  0.224
H (-0.267, 4.310, 2.679)  0.199
H (-1.165, 1.823, 4.688)  0.499
H (-0.626, -1.444, 1.662)  0.232
H (-1.465, -2.904, 1.079)  0.190
H (0.026, -2.878, 1.968)  0.240

Results
SMILES	CN1C(=O)[C@H](/N=N/c2ccccc2C(=O)O)N(C)C1=S
total charge	0
lowest unoccupied orbital energy	-0.859	eV
strongest force on any atom	7.4	eV Å⁻¹
calculated total energy	-35574.1574	eV
gap between HOMO and LUMO	7.67	eV

=====

No. 8
Here is a 2-piece molecular cluster, C12H12N5O5 overall at a distorted geometry from the OMol25 dataset. Energies are from ωB97M-V with the def2-TZVPD basis set.

Each line ends with the natural charge from an NBO analysis.
Element x y z (Å)
C (1.318, 1.467, -1.810)  -0.730
C (0.542, 0.227, -1.520)  0.529
C (-0.897, 0.237, -1.540)  -0.466
C (-1.561, -1.083, -1.681)  -0.393
C (-2.999, -0.964, -2.173)  -0.424
C (-3.701, 0.154, -1.452)  -0.064
O (-3.022, 1.416, -1.738)  -0.540
C (-1.669, 1.476, -1.756)  0.762
O (-1.169, 2.586, -1.954)  -0.705
O (1.138, -0.836, -1.256)  -0.750
H (0.658, 2.326, -1.992)  0.276
H (1.987, 1.667, -0.974)  0.194
H (1.943, 1.270, -2.686)  0.209
H (-0.998, -1.685, -2.414)  0.203
H (-1.509, -1.643, -0.734)  0.175
H (-2.945, -0.771, -3.257)  0.199
H (-3.535, -1.907, -2.026)  0.195
H (-4.726, 0.284, -1.817)  0.176
H (-3.700, 0.012, -0.361)  0.175
O (-1.545, -0.972, 2.463)  -0.370
N (-0.727, -0.324, 3.157)  0.511
C (0.605, -0.194, 2.652)  -0.051
C (0.971, -0.979, 1.581)  0.153
N (2.301, -0.990, 1.254)  -0.191
N (2.953, -1.820, 0.367)  -0.008
N (4.177, -1.395, 0.292)  -0.030
N (4.408, -0.317, 1.118)  -0.323
C (3.232, -0.093, 1.744)  0.292
C (2.829, 0.799, 2.773)  -0.224
C (1.540, 0.734, 3.229)  -0.171
O (-1.017, 0.195, 4.257)  -0.392
H (0.327, -1.670, 1.047)  0.292
H (3.639, 1.413, 3.183)  0.241
H (1.153, 1.380, 4.023)  0.251

Results
total charge	-1
lowest unoccupied orbital energy	1.307	eV
strongest force on any atom	2.8	eV Å⁻¹
calculated total energy	-30323.5384	eV
gap between HOMO and LUMO	4.81	eV